{"formula": "C36H32HfIN6O6S", "method": "ωB97M-V/def2-TZVPD", "total_charge": 1, "relative_energy_ev": 0.0000, "spin_multiplicity": 1, "total_energy_ev": -79321.7336, "molar_mass_g_mol": 982.15, "fmax_ev_per_a": 0.7, "e_homo_ev": -10.03, "homo_lumo_gap_ev": 6.8, "elements": ["Hf", "C", "O", "C", "C", "C", "C", "C", "C", "C", "N", "C", "C", "N", "C", "C", "C", "C", "N", "C", "C", "N", "C", "C", "C", "C", "H", "H", "H", "H", "H", "H", "H", "H", "H", "H", "H", "H", "H", "H", "I", "C", "C", "C", "C", "C", "C", "C", "C", "C", "C", "H", "H", "H", "H", "H", "H", "O", "S", "O", "O", "O", "C", "N", "C", "C", "C", "N", "C", "C", "O", "H", "H", "H", "H", "H", "H", "H", "H", "H", "H", "H", "H"], "coordinates": [[-0.63523, 0.65121, -1.94180], [2.56659, -6.77576, 9.48166], [1.46957, -7.00505, 8.60910], [1.29460, -6.16113, 7.57433], [0.20216, -6.43184, 6.74716], [-0.06098, -5.62538, 5.66361], [0.75368, -4.52740, 5.37211], [1.83950, -4.26785, 6.20138], [2.11599, -5.07120, 7.29448], [0.50542, -3.64978, 4.23407], [1.23975, -2.61104, 3.89865], [0.65030, -2.09341, 2.78277], [-0.46713, -2.81841, 2.42985], [-0.54760, -3.81324, 3.36796], [-1.29277, -2.48447, 1.31974], [-2.47288, -3.14457, 0.94418], [-3.18049, -2.69442, -0.14016], [-2.69984, -1.60166, -0.86105], [-1.58747, -0.96731, -0.52667], [-0.88735, -1.38092, 0.54996], [0.28995, -0.61610, 0.89729], [0.59400, 0.45168, 0.11764], [1.61531, 1.21828, 0.47220], [2.40861, 0.96304, 1.58981], [2.13674, -0.13492, 2.36776], [1.04997, -0.94965, 2.02739], [2.52020, -7.55797, 10.23241], [2.48568, -5.80131, 9.96770], [3.51634, -6.84277, 8.94705], [-0.42310, -7.28324, 6.97854], [-0.91722, -5.87121, 5.04606], [2.47483, -3.42108, 5.98075], [2.96777, -4.84158, 7.91697], [-1.23595, -4.54348, 3.41876], [-2.82673, -3.99827, 1.50822], [-4.09548, -3.17402, -0.45551], [-3.21815, -1.24849, -1.74126], [1.81286, 2.07011, -0.16231], [3.22395, 1.63305, 1.82161], [2.72910, -0.38142, 3.23885], [-2.15644, 2.20717, 0.37625], [-3.27860, 3.35982, -0.96136], [-4.10497, 4.32246, -0.46470], [-4.84746, 5.11843, -1.35771], [-4.71859, 4.92266, -2.70135], [-3.85448, 3.92630, -3.21954], [-3.71944, 3.75435, -4.61852], [-2.88643, 2.79553, -5.10979], [-2.16243, 1.96696, -4.22379], [-2.23401, 2.07419, -2.84578], [-3.10738, 3.09118, -2.34344], [-4.19354, 4.48217, 0.60171], [-5.50800, 5.88030, -0.96698], [-5.27787, 5.53122, -3.40138], [-4.29531, 4.39241, -5.27792], [-2.78153, 2.64958, -6.17753], [-1.52805, 1.21524, -4.67808], [0.27047, -2.25520, -4.53051], [0.01749, -1.20842, -3.61529], [0.60681, -1.31475, -2.23032], [-1.44153, -0.92135, -3.26176], [0.43966, 0.19368, -3.99305], [-0.04770, 4.57706, -3.08108], [1.15048, 3.87941, -3.53637], [1.87006, 4.50037, -4.64462], [3.34010, 4.15340, -4.57233], [3.48329, 2.65055, -4.48456], [2.65317, 2.10866, -3.40951], [3.07660, 0.80026, -2.92602], [1.51363, 2.69113, -3.03664], [0.76327, 2.15000, -2.13882], [0.21775, 5.60619, -2.83759], [-0.45581, 4.09331, -2.20343], [-0.81217, 4.57726, -3.86010], [1.71980, 5.57688, -4.57268], [1.43470, 4.16957, -5.59246], [3.78862, 4.62317, -3.69469], [3.86061, 4.52710, -5.45266], [4.51490, 2.37305, -4.26917], [3.20179, 2.16837, -5.42542], [4.07536, 0.89023, -2.49568], [3.10191, 0.09458, -3.75543], [2.39676, 0.40849, -2.18116]], "atomic_forces_ev_per_a": [[-0.093, -0.204, -0.210], [0.013, 0.009, 0.006], [0.006, -0.022, 0.023], [-0.008, 0.027, -0.034], [-0.015, -0.019, 0.003], [0.001, 0.009, -0.004], [0.017, -0.067, 0.084], [-0.010, 0.012, -0.026], [0.012, -0.009, 0.020], [-0.025, 0.117, -0.144], [0.080, -0.014, 0.078], [-0.134, -0.096, -0.008], [0.130, 0.079, 0.014], [-0.055, -0.118, 0.085], [-0.019, 0.029, -0.055], [-0.018, 0.022, -0.023], [-0.014, -0.045, 0.045], [0.022, 0.051, -0.013], [-0.183, -0.002, 0.021], [0.017, 0.017, 0.008], [0.016, -0.012, 0.057], [-0.070, -0.077, -0.087], [0.003, 0.012, -0.097], [0.003, -0.064, 0.071], [0.036, 0.069, -0.057], [-0.020, 0.066, -0.050], [-0.008, -0.005, -0.001], [-0.006, 0.005, -0.001], [-0.002, -0.001, -0.011], [0.002, 0.003, 0.000], [0.006, 0.008, -0.001], [-0.005, 0.000, -0.007], [-0.001, -0.001, 0.003], [0.012, 0.015, -0.002], [0.007, -0.002, 0.000], [0.004, -0.009, 0.006], [0.011, 0.006, -0.003], [-0.005, -0.010, 0.005], [0.005, -0.010, 0.003], [-0.011, -0.011, 0.005], [0.106, 0.079, -0.118], [-0.036, -0.001, -0.105], [0.050, -0.039, 0.163], [-0.022, 0.021, -0.102], [0.006, -0.006, 0.033], [-0.021, 0.028, 0.041], [0.029, -0.033, 0.001], [-0.026, 0.052, -0.006], [-0.031, -0.069, 0.012], [0.145, -0.376, -0.119], [0.081, -0.039, 0.095], [-0.002, -0.002, -0.011], [-0.002, -0.003, -0.008], [-0.003, 0.006, 0.009], [0.006, -0.006, -0.010], [-0.013, 0.016, -0.002], [-0.023, -0.019, 0.012], [0.012, 0.007, -0.024], [-0.176, 0.561, 0.399], [0.114, -0.074, 0.049], [-0.132, -0.130, -0.153], [-0.023, 0.071, -0.034], [-0.024, -0.034, -0.033], [-0.046, -0.045, 0.016], [0.015, 0.029, -0.048], [0.005, -0.015, 0.014], [0.027, 0.018, -0.015], [0.021, -0.037, 0.037], [0.011, -0.018, 0.031], [-0.094, 0.174, -0.076], [0.358, 0.135, 0.215], [0.012, -0.004, -0.004], [0.009, 0.005, 0.043], [0.005, -0.007, -0.017], [-0.010, -0.008, 0.019], [-0.003, -0.001, 0.002], [-0.005, -0.002, 0.006], [-0.006, -0.007, -0.009], [-0.010, -0.012, 0.006], [-0.008, 0.003, -0.001], [-0.001, 0.019, -0.002], [-0.008, 0.000, -0.005], [0.012, 0.007, -0.001]], "lowdin_charge": [1.573, -0.066, -0.066, -0.277, 0.011, -0.024, -0.162, -0.011, 0.000, -0.242, 0.193, -0.169, -0.121, 0.190, -0.052, 0.032, -0.005, -0.093, -0.041, -0.152, -0.149, -0.028, -0.117, -0.011, 0.042, -0.056, 0.096, 0.098, 0.098, 0.125, 0.106, 0.115, 0.107, 0.151, 0.123, 0.121, 0.122, 0.111, 0.117, 0.129, 1.152, -0.613, -0.147, -0.068, -0.022, -0.169, -0.031, -0.065, -0.134, -0.243, -0.278, 0.096, 0.111, 0.118, 0.117, 0.110, 0.075, -0.219, 0.361, -0.389, -0.428, -0.396, 0.006, -0.043, -0.130, -0.139, -0.128, -0.048, -0.012, -0.398, -0.200, 0.103, 0.074, 0.098, 0.128, 0.140, 0.128, 0.127, 0.130, 0.143, 0.104, 0.107, 0.055]}

=====

{"formula": "C9H18N2O4", "method": "ωB97M-V/def2-TZVPD", "relative_energy_ev": 3.8376, "spin_multiplicity": 1, "total_energy_ev": -20793.3227, "molar_mass_g_mol": 218.25, "fmax_ev_per_a": 6.0, "smiles": "CC[C@H](C)[C@H](NC(=O)[C@@H](N)CO)C(=O)O", "e_homo_ev": -9.63, "homo_lumo_gap_ev": 10.2, "elements": ["C", "C", "C", "C", "C", "C", "C", "C", "C", "H", "H", "H", "H", "H", "H", "H", "H", "H", "H", "H", "H", "H", "H", "H", "H", "H", "H", "N", "N", "O", "O", "O", "O"], "coordinates": [[-2.83645, -0.71855, -0.36726], [-1.39585, -0.11730, -0.62027], [-3.66223, 0.51317, -0.27623], [1.07509, -0.43011, -0.28044], [1.67948, -1.85661, -0.82014], [1.82730, 0.44733, 0.71056], [2.78609, -0.32919, 1.69098], [2.55266, 1.58099, 0.00747], [1.50299, 2.63359, -0.60369], [-3.62986, -1.62382, 1.26318], [-2.45675, -0.90611, 1.69229], [-3.25402, -1.57674, -1.16509], [-3.68106, 1.18173, -1.16131], [-3.40455, 0.99583, 0.58465], [-5.10811, -0.91531, -0.34763], [-0.49847, -1.51011, 0.66182], [1.12327, 0.01533, -1.30086], [0.98797, 0.88730, 1.27851], [3.53284, -0.82644, 1.05358], [3.38072, 0.40911, 2.35839], [2.12441, -1.04246, 2.25487], [3.21606, 2.13730, 0.78437], [3.23614, 1.18647, -0.79558], [0.72482, 2.76975, 0.09709], [1.88161, 3.60453, -1.00550], [0.94681, 2.25111, -1.42365], [2.85710, -2.71856, -1.77406], [-2.69227, -1.46669, 0.90822], [-0.39809, -0.76775, 0.02023], [-1.26342, 0.87712, -1.46412], [-5.00336, -0.03328, 0.03203], [1.36619, -2.81321, -0.16649], [2.48294, -1.83843, -1.82590]], "atomic_forces_ev_per_a": [[2.459, -1.172, -0.525], [-0.124, 1.504, -3.755], [-3.542, -2.556, -2.073], [-0.849, -1.960, -3.795], [-2.426, 2.528, 4.879], [0.183, -0.243, 1.093], [-0.580, 1.050, -0.095], [0.512, 2.143, -0.340], [1.804, -0.415, -0.301], [-0.511, -0.860, -0.579], [1.284, 1.382, 0.441], [1.437, 2.641, 1.664], [0.118, -0.659, 0.555], [0.844, 1.769, 2.144], [0.158, 0.380, -0.192], [-0.794, -0.932, 0.375], [-0.830, 0.764, 0.970], [0.489, 0.001, 0.135], [-0.218, -0.263, 0.455], [-1.306, -1.307, -0.883], [1.218, 0.475, -0.252], [-1.053, -0.946, -1.323], [-0.555, 0.360, 0.730], [-0.641, 0.666, 1.168], [0.182, -0.736, 0.852], [-0.218, -0.874, -0.930], [0.551, -0.802, -0.681], [-1.788, -0.648, -0.350], [3.033, 2.625, -1.517], [-0.061, -3.995, 3.644], [-0.088, 0.980, -0.001], [0.348, -1.342, -0.449], [0.962, 0.443, -1.067]], "lowdin_charge": [-0.285, -0.353, -0.183, -0.126, -0.500, -0.370, -0.050, -0.203, -0.082, 0.073, 0.068, 0.212, 0.137, 0.096, 0.064, 0.107, 0.137, 0.139, 0.073, 0.102, 0.091, 0.128, 0.120, 0.048, 0.081, 0.030, 0.135, 0.028, 0.129, -0.026, -0.100, 0.104, 0.176]}

=====

{"formula": "C10H20O20S5", "method": "ωB97M-V/def2-TZVPD", "relative_energy_ev": 1.1569, "spin_multiplicity": 1, "total_energy_ev": -105814.8137, "molar_mass_g_mol": 620.59, "fmax_ev_per_a": 2.4, "smiles": "O=S1(=O)OCCO1.O=S1(=O)OCCO1.O=S1(=O)OCCO1.O=S1(=O)OCCO1.O=S1(=O)OCCO1", "e_homo_ev": -11.17, "homo_lumo_gap_ev": 11.0, "elements": ["C", "C", "O", "S", "O", "O", "O", "H", "H", "H", "H", "C", "C", "O", "S", "O", "O", "O", "H", "H", "H", "H", "C", "C", "O", "S", "O", "O", "O", "H", "H", "H", "H", "C", "C", "O", "S", "O", "O", "O", "H", "H", "H", "H", "C", "C", "O", "S", "O", "O", "O", "H", "H", "H", "H"], "coordinates": [[-2.23503, -3.73094, 6.01618], [-1.15775, -4.83327, 6.03107], [-0.46142, -4.74310, 4.79700], [-0.83387, -3.36885, 3.98215], [-0.91398, -3.70495, 2.60332], [0.07048, -2.35002, 4.43861], [-2.31247, -3.34304, 4.64876], [-1.98402, -2.87797, 6.64838], [-3.22674, -4.02931, 6.34749], [-1.55518, -5.83407, 6.19718], [-0.43850, -4.66643, 6.83065], [3.88099, -2.60479, 6.55065], [2.41132, -3.08711, 6.44413], [1.98637, -3.21502, 7.80515], [3.19637, -3.17590, 8.88617], [3.68270, -4.52987, 9.03165], [2.80272, -2.38717, 9.99971], [4.19905, -2.38030, 7.90866], [4.11916, -1.71538, 5.97624], [4.47604, -3.46303, 6.22407], [2.38813, -4.07279, 5.98563], [1.76771, -2.35508, 5.97156], [-0.16157, -4.71647, 9.61426], [-1.09576, -5.68236, 10.42344], [-2.32702, -4.93378, 10.60544], [-2.16271, -3.39502, 10.11211], [-1.57267, -2.55483, 11.10666], [-3.36748, -3.00841, 9.40724], [-1.08685, -3.81596, 9.02011], [0.28485, -5.27134, 8.79671], [0.58702, -4.27062, 10.26336], [-0.63651, -6.10652, 11.31022], [-1.48404, -6.46545, 9.77274], [-2.64457, -8.95623, 3.06841], [-1.94656, -7.63504, 2.83077], [-2.72729, -6.96057, 1.86610], [-4.14903, -7.72079, 1.57880], [-3.94338, -8.45858, 0.35461], [-5.27578, -6.86326, 1.75196], [-4.03364, -8.70057, 2.88192], [-2.42938, -9.49475, 3.99314], [-2.27539, -9.75777, 2.41237], [-0.90533, -7.74742, 2.54656], [-2.06451, -7.10226, 3.78066], [1.77292, -4.19430, -0.85201], [0.96042, -4.70320, 0.32812], [1.34069, -6.07499, 0.48649], [2.10034, -6.67516, -0.79018], [1.38369, -7.78615, -1.37212], [3.45905, -6.87968, -0.39705], [1.97933, -5.36240, -1.69566], [2.78442, -3.82965, -0.67492], [1.25447, -3.46561, -1.47026], [-0.11376, -4.72406, 0.14927], [1.15657, -4.15012, 1.24160]], "atomic_forces_ev_per_a": [[0.109, 0.176, 0.607], [0.198, 0.248, 0.976], [0.176, 0.407, -0.948], [-0.050, -1.918, 1.492], [-0.252, 0.504, 0.485], [-1.207, -0.302, -0.320], [0.740, 1.100, -1.305], [0.325, 0.002, -0.172], [0.022, -0.327, -0.331], [-0.120, -0.045, -0.564], [-0.043, 0.207, 0.024], [0.264, -1.348, -0.810], [0.650, 0.486, 0.741], [-0.181, 0.112, 1.056], [0.091, -1.176, -1.704], [-0.481, 1.432, 0.217], [0.316, -0.336, -0.453], [-0.538, 0.397, 1.357], [-0.077, 0.047, 0.116], [0.340, 0.418, -0.185], [-0.256, 0.130, -0.234], [-0.133, -0.212, -0.096], [-0.567, -1.549, 0.475], [-0.505, 0.376, -1.548], [0.093, 1.158, 1.116], [-1.438, -0.365, -0.565], [-0.381, -0.728, -0.520], [1.757, -0.556, 1.103], [0.533, 1.007, -0.257], [0.346, 0.135, 0.051], [-0.064, 0.491, -0.185], [-0.309, 0.379, 0.339], [0.610, -0.375, 0.075], [0.997, -2.020, -0.592], [-0.619, -0.282, 1.632], [-1.036, 0.215, -0.642], [0.993, -0.679, -0.610], [-0.569, 0.683, 1.488], [0.943, -0.508, 0.040], [-0.102, 0.561, -0.709], [-0.549, 0.992, 0.662], [-0.446, 0.480, -0.829], [-0.051, 0.192, -0.264], [0.490, 0.421, -0.209], [0.433, -0.285, -0.962], [-0.156, -0.032, -0.173], [0.138, -0.403, -0.001], [0.151, -1.046, -0.099], [0.561, 1.799, 0.650], [-0.358, 0.169, -0.260], [-0.598, -0.546, 0.148], [-0.173, 0.153, 0.709], [-0.149, -0.046, 0.110], [0.033, 0.358, -0.173], [0.099, -0.151, 0.051]], "lowdin_charge": [-0.150, -0.162, -0.210, 0.675, -0.212, -0.229, -0.177, 0.123, 0.141, 0.130, 0.093, -0.156, -0.139, -0.227, 0.642, -0.239, -0.204, -0.185, 0.135, 0.129, 0.131, 0.105, -0.166, -0.111, -0.205, 0.648, -0.203, -0.232, -0.227, 0.119, 0.122, 0.131, 0.126, -0.205, -0.176, -0.192, 0.680, -0.229, -0.215, -0.180, 0.135, 0.131, 0.140, 0.120, -0.129, -0.158, -0.203, 0.622, -0.232, -0.237, -0.201, 0.132, 0.134, 0.132, 0.117]}

=====

{"formula": "C6H10O", "method": "ωB97M-V/def2-TZVPD", "relative_energy_ev": 3.7752, "spin_multiplicity": 1, "total_energy_ev": -8427.4652, "molar_mass_g_mol": 98.14, "fmax_ev_per_a": 4.2, "e_homo_ev": -7.81, "homo_lumo_gap_ev": 8.9, "elements": ["C", "C", "O", "C", "C", "C", "C", "H", "H", "H", "H", "H", "H", "H", "H", "H", "H"], "coordinates": [[-2.08429, -0.20054, 0.48714], [-0.65584, -0.32613, 0.90514], [-0.20234, -1.68406, 0.92698], [0.83329, -1.05240, 0.22935], [0.69674, -0.80519, -1.20741], [0.28186, 0.40456, -0.46589], [1.20785, 1.55746, -0.29644], [-2.35107, 0.85857, 0.43270], [-2.22778, -0.64154, -0.50276], [-2.73753, -0.70722, 1.20311], [-0.43118, 0.15432, 1.87123], [1.77757, -1.07564, 0.73890], [1.65936, -0.75517, -1.70803], [-0.05167, -1.38009, -1.73816], [1.01380, 2.27318, -1.08425], [1.08083, 2.11464, 0.62639], [2.25768, 1.28710, -0.38426]], "atomic_forces_ev_per_a": [[-0.573, -0.093, 0.198], [-1.120, 1.596, -1.063], [-0.076, 1.505, -0.522], [1.798, -0.427, -1.180], [-0.036, -0.671, -0.242], [-0.559, -2.305, 3.489], [0.002, 0.288, 0.014], [0.027, -0.134, 0.044], [0.030, 0.024, 0.177], [-0.123, -0.014, -0.019], [0.173, 0.074, -0.588], [0.463, 0.126, -0.047], [-0.106, 0.146, -0.087], [-0.025, -0.102, -0.202], [-0.052, 0.259, -0.318], [-0.130, -0.129, 0.290], [0.307, -0.142, 0.056]], "lowdin_charge": [-0.057, -0.294, -0.007, -0.268, -0.103, -0.193, -0.088, 0.088, 0.086, 0.081, 0.153, 0.151, 0.120, 0.111, 0.070, 0.076, 0.073]}